[1]
114
Properties=species:S:1:pos:R:3:forces:R:3 method="wB97M-V/def2-TZVPD" total_charge=+2 e_lumo_ev=-5.58 e_above_lowest_kj_mol=84.17
Pb 0.1639 0.5556 0.8388 -0.15 -0.05 0.16
C 0.6992 2.7335 4.9988 -0.01 -0.10 0.06
C -0.8196 2.5718 5.0652 0.05 -0.11 -0.38
C -1.4731 3.6879 4.2409 -0.10 0.03 0.12
C -1.4514 1.2110 4.7149 0.10 -0.01 0.07
C -2.7588 1.0583 5.1977 -0.02 -0.04 0.10
C -3.4823 -0.1058 5.0315 0.01 -0.04 -0.05
C -2.8607 -1.2009 4.4406 0.07 -0.01 0.04
C -1.5642 -1.1155 3.9413 0.05 0.03 0.00
C -0.9153 -2.4328 3.4947 0.50 0.46 0.23
C -0.3459 -2.5135 2.0694 0.55 0.47 0.17
C 0.1508 -2.8871 4.5081 0.05 0.11 -0.03
C -0.8857 0.1282 4.0162 -0.01 -0.05 -0.26
N 0.2911 0.2644 3.2023 -0.16 0.24 0.25
C 1.5124 0.1881 3.6392 -0.05 -0.10 0.08
C 2.6082 0.2944 2.7668 -0.07 -0.06 -0.12
C 3.9750 0.2030 3.0338 0.18 0.01 0.06
C 4.6219 0.2770 1.8045 0.06 0.07 -0.13
C 3.6242 0.4090 0.8171 0.15 -0.17 0.00
N 2.4062 0.4229 1.3938 -0.10 0.14 0.24
C 3.8395 0.4479 -0.6834 0.03 0.11 0.08
C 2.5107 0.4135 -1.4386 -0.02 -0.04 0.03
C 4.6029 1.7292 -1.0610 0.04 0.04 0.00
C 4.6713 -0.7784 -1.0963 0.04 -0.02 -0.06
H 0.9596 3.7133 5.4056 -0.02 -0.05 0.00
H 1.0797 2.6938 3.9763 -0.02 0.01 0.06
H 1.2196 1.9865 5.6055 -0.06 0.09 -0.10
H -1.0966 2.7254 6.1069 -0.06 0.04 0.14
H -1.2603 3.5113 3.1861 0.03 0.01 -0.03
H -1.0660 4.6628 4.5274 -0.03 -0.09 -0.02
H -2.5579 3.7235 4.3838 0.13 -0.03 -0.05
H -3.2096 1.8889 5.7396 0.08 -0.13 -0.10
H -4.5062 -0.1756 5.3900 0.20 -0.01 0.00
H -3.3789 -2.1586 4.3978 0.03 0.35 0.11
H -1.7191 -3.1679 3.5348 0.92 0.70 0.40
H 0.5935 -1.9587 1.9596 -0.04 -0.10 0.17
H -1.0647 -2.1495 1.3247 0.83 0.21 0.23
H -0.1220 -3.5586 1.8315 0.04 0.15 0.03
H 1.0606 -2.2808 4.4195 -0.14 -0.15 0.04
H 0.4295 -3.9331 4.3357 -0.03 0.14 -0.01
H -0.2193 -2.7974 5.5337 0.03 -0.03 -0.13
H 1.7151 0.0131 4.6959 -0.04 0.02 -0.05
H 4.4262 0.0959 4.0161 -0.09 0.01 -0.24
H 5.6927 0.2439 1.6277 -0.27 -0.01 0.05
H 1.8795 1.2804 -1.1991 0.10 -0.06 -0.07
H 1.9507 -0.5078 -1.2170 0.10 0.16 -0.05
H 2.6917 0.4432 -2.5168 -0.03 -0.01 0.09
H 4.0103 2.6208 -0.8272 0.09 -0.11 -0.01
H 4.8277 1.7340 -2.1341 -0.04 0.01 0.15
H 5.5499 1.7990 -0.5146 -0.17 -0.02 -0.09
H 4.1715 -1.7063 -0.7965 0.05 0.08 -0.03
H 5.6616 -0.7646 -0.6313 -0.15 0.00 -0.05
H 4.8092 -0.7892 -2.1848 -0.01 0.00 0.18
O -0.9511 -1.8602 -1.3128 -0.49 0.39 -0.37
C -1.0249 -0.9398 -2.3272 0.69 0.39 0.53
O -0.6859 0.2016 -2.1624 -0.38 -0.83 -0.08
H -1.3144 -1.3219 -3.3187 -0.20 -0.13 0.14
C -1.4357 -6.7531 -0.6736 -0.12 0.16 0.12
C -1.9169 -5.8682 0.4616 0.00 0.18 0.04
C -2.2228 -6.4518 1.6894 0.05 -0.07 0.08
C -2.7033 -5.7037 2.7568 0.03 0.02 -0.03
C -2.8727 -4.3282 2.6390 -0.75 -0.70 -0.28
C -2.5716 -3.7030 1.4445 -0.89 -0.79 -0.49
C -2.1013 -4.4714 0.3730 -0.17 -0.26 -0.18
Sb -2.0060 -3.5502 -1.4997 0.04 0.63 0.07
C -3.8155 -2.4913 -1.7696 0.20 -0.29 -0.35
C -3.9934 -1.4842 -0.8208 -0.21 0.02 -0.20
C -5.1331 -0.6983 -0.8858 -0.01 -0.02 -0.01
C -6.0686 -0.9256 -1.8878 -0.03 0.04 0.05
C -5.8554 -1.9102 -2.8415 -0.09 0.03 -0.03
C -4.7216 -2.7157 -2.8107 0.03 -0.01 0.06
C -4.4994 -3.7612 -3.8749 -0.11 0.14 0.16
C -0.8670 -4.4728 -2.9875 -0.43 -0.06 0.03
C -1.5266 -5.2056 -3.9752 0.36 -0.07 -0.05
C -0.7747 -5.8653 -4.9331 0.05 -0.05 -0.07
C 0.6115 -5.7811 -4.8842 0.01 0.00 0.02
C 1.2424 -5.0602 -3.8764 0.12 -0.01 -0.09
C 0.5274 -4.3946 -2.8838 0.09 -0.08 0.02
C 1.2671 -3.7026 -1.7556 -0.05 -0.15 -0.18
H -1.2726 -7.7700 -0.3166 -0.03 0.10 0.03
H -0.4957 -6.4021 -1.1013 -0.02 0.00 0.01
H -2.1737 -6.8180 -1.4814 0.08 0.04 0.07
H -2.0895 -7.5246 1.8019 -0.03 0.15 0.01
H -2.9486 -6.1989 3.6904 0.03 0.04 -0.10
H -3.2529 -3.7461 3.4712 -0.31 -0.46 -0.33
H -2.6816 -2.6293 1.3728 -0.47 -0.36 -0.04
H -3.2524 -1.2803 -0.0574 -0.02 0.00 -0.03
H -5.2824 0.0871 -0.1569 -0.04 -0.02 0.00
H -6.9729 -0.3279 -1.9297 0.11 -0.03 -0.02
H -6.5821 -2.0579 -3.6335 0.05 0.02 0.07
H -4.5389 -4.7691 -3.4494 -0.03 0.04 -0.01
H -3.5337 -3.6211 -4.3617 -0.09 0.10 -0.02
H -5.2614 -3.7098 -4.6508 -0.02 0.02 0.07
H -2.6044 -5.2811 -4.0057 0.23 -0.08 0.04
H -1.2700 -6.4404 -5.7086 0.09 0.06 0.09
H 1.2102 -6.2962 -5.6283 -0.06 0.08 0.08
H 2.3267 -5.0139 -3.8467 -0.10 -0.05 -0.02
H 2.3353 -3.8974 -1.8278 -0.03 -0.09 -0.01
H 0.9352 -4.0662 -0.7754 -0.01 0.03 -0.03
H 1.1270 -2.6247 -1.7706 0.08 -0.06 -0.02
C -0.3373 5.7039 1.0021 -0.02 0.18 0.05
As -1.3130 4.1713 0.4343 0.14 -0.23 -0.07
C -1.4969 4.2508 -1.4606 0.05 0.08 -0.04
C -3.0754 4.2529 1.1717 -0.16 0.06 0.00
O -0.5337 2.7560 0.8810 0.12 0.08 0.08
H -1.0169 6.5562 1.0669 0.08 -0.06 -0.02
H 0.4501 5.9185 0.2853 0.08 0.00 0.00
H 0.0906 5.4974 1.9781 0.04 0.01 0.08
H -1.9840 5.1831 -1.7434 -0.01 0.00 -0.01
H -2.0930 3.4051 -1.7834 -0.08 -0.11 -0.09
H -0.5119 4.1974 -1.9135 0.08 0.00 -0.06
H -3.1889 5.1744 1.7387 -0.02 -0.01 0.05
H -3.2247 3.4014 1.8274 -0.03 -0.06 0.02
H -3.7984 4.2430 0.3573 -0.02 -0.04 0.04

---

[2]
18
Properties=species:S:1:pos:R:3:forces:R:3 method="wB97M-V/def2-TZVPD" total_charge=+1 e_lumo_ev=-4.71 e_above_lowest_kj_mol=427.92
C 0.0182 0.1156 1.2350 -0.11 -1.63 -2.06
C -0.7581 -0.8025 -2.6545 0.11 -0.60 -0.61
C 0.5038 -0.7557 -2.4462 1.95 -1.02 -0.75
C -0.9154 1.3556 3.0891 -1.88 1.04 -1.36
C 0.1727 0.9888 2.1459 0.60 1.87 1.50
N 1.7518 -0.8625 -2.3978 1.46 0.87 0.46
O -1.3346 -1.9789 -2.9749 -0.19 0.98 0.41
O 1.0397 -0.2936 0.3772 0.86 -0.23 0.01
H -0.9426 -0.3127 1.0798 -0.40 -0.80 -0.62
H -1.1526 0.1881 -2.6263 -1.34 0.41 -0.13
H -0.7958 2.3004 3.5615 0.89 0.62 0.79
H -1.8929 1.6706 2.5178 1.47 -1.54 0.92
H -1.0145 0.5732 3.8289 -0.61 0.03 0.17
H 1.1654 1.3951 2.1421 0.43 0.67 0.77
H 2.4516 -0.8187 -3.2552 -1.95 -0.05 2.23
H 2.0767 -0.8195 -1.3834 0.18 -0.32 -1.52
H -2.2776 -1.8226 -3.0538 -0.51 -0.26 -0.06
H 1.9043 -0.1207 0.8147 -0.98 -0.04 -0.15

---

[3]
32
Properties=species:S:1:pos:R:3:forces:R:3 method="wB97M-V/def2-TZVPD" e_lumo_ev="-0.42 / -0.42"
Zn 0.4630 -0.6232 -0.0535 0.70 -1.66 2.82
H -0.5927 0.6750 0.1567 -2.98 -1.08 0.64
H -1.0800 -0.0562 0.2687 -0.11 3.27 -0.18
P -0.6665 -2.6202 0.4649 -0.40 -0.66 0.52
C -1.1044 -3.6919 -0.9443 -0.25 -0.51 -0.01
H -1.5017 -4.6629 -0.6029 0.12 0.26 -0.24
H -1.8589 -3.1905 -1.5657 0.14 -0.14 0.15
H -0.2127 -3.8627 -1.5627 -0.18 0.05 0.18
C 0.4539 -3.6834 1.4645 -0.07 0.12 -0.08
H 0.7154 -3.1549 2.3917 -0.11 -0.09 -0.32
H -0.0296 -4.6430 1.7021 0.11 0.26 -0.08
H 1.3773 -3.8603 0.8985 -0.25 0.07 0.13
C -2.1949 -2.5922 1.4698 -0.27 -0.36 0.12
H -2.9932 -2.0869 0.9091 0.16 -0.14 0.14
H -2.5251 -3.6139 1.7229 0.02 0.35 -0.03
H -2.0145 -2.0312 2.3977 0.03 -0.14 -0.29
C 0.0319 -0.6276 -1.9531 -1.48 0.00 -8.16
O -0.0935 -0.7002 -3.1358 0.94 0.05 5.71
H 0.6323 -0.4794 1.6294 -0.17 0.06 0.61
H 1.6605 -1.4447 -0.1691 2.43 -1.90 -1.01
S 1.9365 1.0562 -0.4731 1.14 2.36 -0.62
C 1.3063 2.6433 -0.4138 0.78 -2.07 -2.06
N 0.6516 3.1425 -1.5426 0.11 1.30 1.90
C 0.2733 4.4605 -1.5569 0.00 -0.44 -0.16
C 0.5396 5.2702 -0.4933 -0.59 0.98 -0.68
C 1.1990 4.7767 0.6347 0.36 -0.43 0.58
C 1.5845 3.4668 0.6714 -0.19 1.02 0.75
H 0.4843 2.5325 -2.3343 0.21 -0.01 0.24
H -0.2269 4.8084 -2.4527 0.03 -0.03 0.10
H 0.2403 6.3226 -0.5257 0.07 -0.50 -0.12
H 1.4198 5.4262 1.4772 -0.06 -0.01 -0.17
H 2.1251 3.0444 1.5202 -0.26 0.04 -0.38